A molecular structure, C24H20IN8OPd, computed with wB97M-V/def2-TZVPD.

The geometry in XYZ format:
```
55
Properties=species:S:1:pos:R:3
Pd -0.03047 -1.37435 0.12091
C 4.10095 3.56932 2.52343
C 3.03980 2.80731 1.78038
C 1.72358 3.26761 1.71930
C 0.73501 2.53722 1.09256
C 1.01896 1.32697 0.44904
N 0.01282 0.57282 -0.15145
C -0.96880 1.19725 -0.92420
C -0.62569 2.23412 -1.80139
C -1.56598 2.83180 -2.61145
C -2.89219 2.39432 -2.63151
C -3.89612 2.99051 -3.57805
C -3.23552 1.36006 -1.78038
C -2.30218 0.79482 -0.91401
N -2.75852 -0.19678 0.00638
C -4.00505 -0.31173 0.49820
C -4.09859 -1.50708 1.17500
C -2.84104 -2.08587 1.05640
N -2.03690 -1.29409 0.34723
C 2.34359 0.88722 0.48795
C 3.32740 1.59973 1.16496
N 2.72449 -0.29990 -0.20344
C 3.91476 -0.57158 -0.77191
C 3.88959 -1.87095 -1.22485
C 2.62437 -2.35036 -0.89759
N 1.93391 -1.39370 -0.27627
H 3.87121 4.63307 2.55169
H 5.07859 3.44315 2.05997
H 4.17597 3.21987 3.55498
H 1.46648 4.20662 2.19372
H -0.28388 2.90323 1.07358
H 0.40454 2.56447 -1.83112
H -1.26041 3.63613 -3.26934
H -3.70619 4.05192 -3.73133
H -4.91264 2.87663 -3.20416
H -3.84373 2.50254 -4.55317
H -4.24790 0.97647 -1.79293
H -4.73001 0.46715 0.33973
H -4.95601 -1.90414 1.68765
H -2.46758 -3.01793 1.44433
H 4.33373 1.20147 1.21206
H 4.68033 0.18268 -0.82707
H 4.67228 -2.39909 -1.73896
H 2.17489 -3.31254 -1.07963
I -0.19236 -2.55068 3.49262
C 0.39550 -1.10159 2.16577
H -0.11340 -0.16039 2.33110
H 1.47311 -1.03736 2.11296
O 0.12957 -3.36569 -0.01877
N -0.67053 -4.20677 0.59183
C -0.45545 -5.43890 0.28126
C 0.59089 -5.79676 -0.64065
N 1.47391 -6.00795 -1.34344
C -1.27703 -6.43957 0.89559
N -1.93605 -7.24073 1.38650
```

As for the orbital gap (alpha / beta): 5.639 / 5.639 eV. As for the total energy: -1865.06324 a.u. The energy above the lowest of the compared OMol25 structures with the same formula, charge and spin is 0.0 kJ/mol. The charge is +1. The value obtained for the HOMO energy (alpha / beta) is -10.7 / -10.7 eV. As for the multiplicity: 1.

Atom charges from the Löwdin analysis, given in e for atoms 1 to 5:
1. Pd 1.18
2. C -0.04
3. C -0.26
4. C -0.01
5. C 0.00

---

A molecular structure, C15H14B2F4IrN6O11 in a non-equilibrium geometry, computed with wB97M-V/def2-TZVPD.

The geometry in XYZ format:
```
53
Properties=species:S:1:pos:R:3
Ir 0.17429 0.68970 -0.12285
C -2.61341 -1.02333 -2.90604
C -1.85349 -0.49294 -1.75866
N -0.61879 -0.11805 -1.81068
O -0.00437 -0.12271 -3.00992
B 1.40939 -0.39539 -2.93032
F 1.74204 -1.38557 -2.05786
F 1.99431 -0.35942 -4.11556
O 2.10101 0.94772 -2.14588
N 1.70812 1.35138 -1.04269
C 2.75671 2.22583 -0.50836
C 3.19028 3.29122 -1.49980
C 1.42570 2.93550 1.52179
N 0.38337 2.08166 1.35606
O -0.49174 2.21144 2.26693
B -1.36911 0.84104 2.70400
F -1.96242 1.21975 3.82318
F -0.38606 -0.09318 2.74870
O -2.32474 0.62392 1.62649
N -1.76058 0.29039 0.45591
C -2.51052 -0.27884 -0.42036
C -3.91646 -0.66970 -0.19107
C 1.54084 3.85048 2.66860
H -1.96391 -1.23039 -3.74942
H -3.37284 -0.29532 -3.20907
H -3.14316 -1.92783 -2.60058
H 3.65130 2.83506 -2.37129
H 3.92021 3.92261 -0.99924
H 2.32859 3.88348 -1.80804
H -4.25840 -0.34352 0.78492
H -3.99209 -1.75962 -0.25541
H -4.55925 -0.25051 -0.96747
H 2.18704 4.68281 2.40142
H 2.01219 3.28593 3.48420
H 0.56696 4.18220 3.01828
O 5.02329 1.89308 0.13353
C 4.00888 1.31447 -0.07331
O 2.38583 2.95407 0.68290
C 3.86610 -0.17646 -0.01884
C 4.87672 -1.00572 -0.46082
C 4.65660 -2.37150 -0.40503
C 3.47156 -2.94398 0.02785
C 2.47547 -2.10284 0.45733
C 2.67452 -0.70809 0.53188
O 1.85223 0.12248 1.12386
N 1.14551 -2.66021 0.76430
O 0.17670 -1.92744 0.54611
O 1.09083 -3.79092 1.15575
N 5.73748 -3.27990 -0.88408
O 5.52089 -4.47105 -0.78524
O 6.73591 -2.73910 -1.31784
H 5.81416 -0.62760 -0.84696
H 3.33912 -4.01750 0.00003
```

As for the orbital gap (alpha / beta): 5.854 / 5.854 eV. As for the total energy: -2288.92439 a.u. The charge is +2. The value obtained for the HOMO energy (alpha / beta) is -16.3 / -16.3 eV. As for the multiplicity: 2.

Atom charges from the Löwdin analysis, given in e for atoms 1 to 5:
1. Ir 1.63
2. C 0.06
3. C -0.16
4. N -0.09
5. O 0.13

---

A molecular structure, C6H7NSe in a non-equilibrium geometry, computed with wB97M-V/def2-TZVPD.

The geometry in XYZ format:
```
15
Properties=species:S:1:pos:R:3
C -1.26862 2.27785 -0.47179
C 0.88375 -0.75246 -0.79786
C 0.82001 -1.49797 0.28567
C 0.26310 0.57096 -1.13047
C -0.12202 -1.35577 1.47261
C -0.28252 1.42274 -0.03997
N -2.13220 3.04601 -0.63142
Se -1.78576 -0.46948 0.96581
H 1.61251 -1.02900 -1.54241
H 1.38146 -2.44544 0.43823
H 1.02441 1.10504 -1.70154
H -0.55389 0.55805 -1.78395
H -0.46770 -2.35897 1.93402
H 0.25821 -0.88478 2.34826
H 0.36928 1.81322 0.65481
```

As for the orbital gap: 7.357 eV. As for the total energy: -2688.89401 a.u. The energy above the lowest of the compared OMol25 structures with the same formula, charge and spin is 54.0 kJ/mol. The value obtained for the HOMO energy is -8.8 eV. As for the multiplicity: 1.

Atom charges from the Löwdin analysis, given in e for atoms 1 to 5:
1. C -0.32
2. C -0.13
3. C -0.19
4. C -0.25
5. C -0.57

---

Number 1 is which compound? C24H20IN8OPd

---

Look up the multiplicity of the first one. 1